[1]
Molecular formula: C22H62O10Zr
Method: DFT, wB97M-V/def2-TZVPD

Element x y z (Å)
H 2.055 1.381 4.027
H -5.399 -0.078 -0.594
H -4.507 -5.330 -1.562
H 1.154 -3.350 -4.506
H 3.615 3.359 0.298
H -4.703 -3.109 -2.282
H 4.476 3.567 -1.235
H 3.014 4.970 3.058
H 1.748 -2.151 3.340
H 1.837 2.906 -3.344
H 2.162 0.646 0.998
H 6.448 0.302 1.230
C 2.297 2.934 2.894
H -1.382 0.473 -3.200
O -2.585 -0.298 3.090
H 0.898 -0.620 3.699
H -1.773 0.661 -5.719
C 1.696 -0.240 0.574
H -2.205 -3.642 2.375
C -3.455 2.571 -1.716
O 0.037 -3.511 -6.256
H 2.402 4.477 4.516
H -1.352 -2.166 -4.409
O 3.116 -0.060 4.671
O -3.218 1.233 0.235
H -1.562 -1.137 -0.265
C -0.966 -3.130 -4.070
H 2.031 -1.010 6.096
H -3.251 -2.067 -0.956
H -1.705 2.213 -4.906
Zr -2.152 1.638 2.048
H -4.039 -1.810 2.924
H -1.832 -3.797 -4.058
H 2.280 4.329 -1.606
H -2.660 -0.371 4.062
C 2.420 3.246 -1.514
O -3.430 -2.971 -0.678
H 0.021 -0.251 -4.114
H 1.763 -1.066 1.293
H 1.907 3.000 1.869
O -0.407 0.748 1.284
H 4.019 1.959 -0.785
H -6.150 -4.891 -1.096
C -1.112 1.333 -5.175
C 3.696 2.998 -0.726
H -5.455 0.568 -2.194
C 2.453 -1.241 5.116
H 1.205 4.779 3.336
H 5.395 1.650 0.981
H 4.092 -0.211 1.344
H 0.228 1.256 -3.497
H 0.274 2.619 -5.626
H 0.498 -2.102 4.577
C 5.680 0.898 1.725
H 0.278 0.675 -0.620
H -3.785 2.640 -2.754
H -3.094 -1.478 1.443
H -0.062 -2.573 -6.444
H 0.243 -4.790 -4.707
C 2.201 4.348 3.445
H 1.490 2.919 -1.021
C -0.485 -1.268 -0.146
H 5.406 2.284 3.346
H -4.002 3.356 -1.187
C 1.319 -1.530 4.132
H -0.745 -2.969 -3.009
H -0.359 -2.016 0.638
H -2.389 2.817 -1.748
H 3.748 -0.282 3.968
H 2.249 -0.668 -0.263
C -3.054 -1.559 2.527
H 3.126 -2.095 5.199
C -4.764 -3.240 -1.194
O 2.528 2.576 -2.762
O -0.040 1.787 -5.989
H -5.400 -2.436 -0.809
C -5.114 0.796 -1.188
C -5.097 -4.694 -0.904
H -5.657 1.624 -0.725
C 6.212 1.696 2.909
C -0.576 0.640 -3.916
H 3.299 2.506 2.857
H -2.278 -2.946 3.976
O 1.458 2.043 3.638
C -3.643 1.200 -1.090
H 6.563 0.958 3.633
C 0.227 0.016 0.258
H -3.022 0.542 -1.715
H -4.828 -4.963 0.117
H 7.021 2.368 2.639
H -1.086 -2.417 2.830
C -2.140 -2.702 2.917
O 4.570 0.097 2.115
C 0.184 -3.714 -4.870
H -0.119 -1.651 -1.096

Properties
Net charge ... +2
Spin multiplicity ... 1
Calculated total energy ... -45555.1683 eV
Energy relative to the best compared isomer or geometry (same formula, charge and spin) ... 0.226 eV
HOMO energy ... -13.58 eV
Frontier orbital gap ... 3.749 eV

***

[2]
Molecular formula: C22H62O9
Method: DFT, wB97M-V/def2-TZVPD

Element x y z (Å)
H 13.861 -10.417 -3.870
H 9.205 -12.574 -10.084
H 13.013 -11.688 -9.163
H 14.274 -11.626 -11.123
H 14.172 -15.644 -8.810
H 13.138 -13.504 -5.660
C 15.237 -16.111 -5.373
O 12.375 -15.233 -3.843
H 12.944 -16.550 -11.579
H 15.246 -12.097 -0.648
H 15.738 -9.738 -10.491
H 17.399 -17.478 -6.549
H 14.981 -9.835 -8.904
O 15.835 -7.917 -2.790
C 13.897 -15.487 -9.861
C 19.646 -12.042 -5.696
H 11.883 -14.761 -4.534
C 16.026 -13.372 -2.235
H 11.162 -13.300 -8.900
O 18.360 -10.040 -5.404
H 19.630 -13.150 -5.674
H 12.285 -17.071 -2.986
H 9.266 -14.032 -10.995
H 14.377 -13.737 -3.275
H 16.280 -14.451 -2.285
C 13.169 -16.696 -10.446
C 11.779 -17.246 -5.199
H 18.009 -11.711 -4.324
C 10.826 -12.606 -11.504
H 15.929 -7.440 -1.961
C 9.901 -13.288 -10.459
H 17.118 -16.990 -8.096
H 16.068 -15.349 -5.122
C 16.714 -12.298 -10.746
C 11.802 -16.965 -9.836
O 14.116 -17.797 -10.326
H 19.898 -11.817 -6.713
C 17.179 -12.075 -6.271
H 11.767 -16.712 -8.785
H 14.821 -9.209 -4.935
C 15.817 -10.229 -9.526
H 17.713 -12.113 -10.389
H 11.569 -18.024 -9.969
C 18.274 -11.494 -5.346
H 17.927 -9.642 -4.603
C 12.517 -13.169 -6.461
H 14.341 -15.607 -5.199
O 14.629 -17.449 -7.308
H 15.157 -15.594 -7.447
H 14.180 -12.385 -7.631
C 15.472 -16.414 -6.852
H 14.594 -9.305 -1.819
H 13.688 -18.560 -10.643
H 16.713 -9.879 -8.998
H 13.434 -11.247 -6.701
H 16.227 -11.620 -5.881
H 17.524 -15.780 -7.002
O 15.104 -13.085 -3.233
H 14.829 -15.255 -10.474
H 20.461 -11.604 -5.052
H 14.917 -17.750 -8.185
H 17.111 -13.175 -6.100
H 16.525 -11.771 -11.663
H 16.601 -13.381 -10.837
C 16.947 -16.660 -7.140
H 11.290 -11.715 -11.141
H 13.731 -8.164 -2.924
H 15.826 -12.233 -8.734
C 15.667 -11.723 -9.719
C 14.762 -9.707 -3.937
C 15.572 -13.114 -0.804
H 11.528 -16.528 -5.995
H 16.387 -13.284 -0.125
C 14.666 -8.748 -2.779
H 17.406 -11.756 -7.283
H 10.995 -16.426 -10.404
H 10.696 -16.472 -3.478
H 14.647 -13.724 -0.644
H 11.582 -13.338 -11.756
H 16.924 -12.775 -2.448
H 15.397 -16.958 -4.692
O 10.561 -13.922 -9.383
H 11.545 -12.787 -6.097
C 11.771 -16.532 -3.762
H 12.776 -17.695 -5.456
O 14.338 -11.970 -10.199
H 15.617 -10.376 -3.895
O 12.369 -11.780 -8.416
H 12.276 -13.996 -7.102
H 13.128 -14.702 -9.895
H 10.266 -12.379 -12.389
H 11.070 -18.172 -5.346
C 13.215 -12.089 -7.292

Properties
SMILES ... CC(C)O.CC(C)O.CC(C)O.CC(C)O.CCO.CCO.CCO.CCO.CCO
Spin multiplicity ... 1
Calculated total energy ... -42244.3961 eV
Energy relative to the best compared isomer or geometry (same formula, charge and spin) ... 1.885 eV
HOMO energy ... -9.75 eV
Frontier orbital gap ... 10.345 eV